#A
{"formula": "C2H5NO", "method": "wB97M-V/def2-TZVPD", "species": ["C", "N", "C", "O", "H", "H", "H", "H", "H"], "positions_angstrom": [[-0.45755, 0.20812, 0.55673], [0.52288, 0.04979, -0.41423], [0.73048, -1.28526, -0.93320], [-0.87259, 1.26096, 0.95578], [-0.78997, -0.76982, 0.94546], [0.33351, 0.70384, -1.16737], [1.76265, -1.38960, -1.24140], [0.02402, -1.58044, -1.70710], [0.61022, -1.93507, -0.06158]], "lowdin_charge": [-0.37, -0.05, -0.11, 0.04, 0.13, 0.13, 0.08, 0.08, 0.08], "homo_lumo_gap_ev": 10.979, "smiles": "CNC=O", "charge": 0}

#B
{"formula": "C2H5NO", "method": "wB97M-V/def2-TZVPD", "species": ["C", "C", "O", "N", "H", "H", "H", "H", "H"], "positions_angstrom": [[-1.28176, -0.14629, -0.04599], [0.50812, 0.66879, 0.06042], [0.71018, 1.79896, 0.25160], [0.24893, -0.51139, -0.13492], [-1.61829, 0.33080, 0.89120], [-1.61742, -1.15686, -0.09969], [-1.65449, 0.45897, -0.88549], [2.53910, -0.43843, -0.17034], [2.16563, -1.00455, 0.13321]], "lowdin_charge": [-0.06, -0.51, 0.17, 0.03, 0.09, 0.07, 0.09, 0.06, 0.06], "homo_lumo_gap_ev": 11.531, "charge": 0}

Quick one: most stable of them? #A

#A
{"formula": "C6H12N2", "method": "wB97M-V/def2-TZVPD", "species": ["C", "C", "H", "H", "H", "H", "H", "H", "C", "C", "C", "C", "N", "N", "H", "H", "H", "H", "H", "H"], "positions_angstrom": [[2.64007, -0.12244, 0.16510], [2.46292, -0.43261, 1.58754], [3.03030, -0.99067, -0.53250], [1.57322, 0.15805, -0.15080], [3.37081, 0.67637, -0.02017], [3.13690, -1.26227, 1.93117], [1.50189, -0.57683, 2.00381], [2.77332, 0.36123, 2.33884], [-2.34128, 0.26611, 1.19155], [-0.41488, -0.53817, -1.68597], [-1.94708, 0.07092, -0.25300], [-2.37729, 0.64413, -1.46260], [-0.68820, -0.68913, -0.43332], [-1.39660, 0.26048, -2.40342], [0.31713, -0.83677, -2.32412], [-1.04714, 0.91841, -3.04813], [-3.16475, 1.32127, -1.70601], [-2.30337, 1.26351, 1.68361], [-1.72407, -0.31491, 1.71997], [-3.40191, -0.17670, 1.39847]], "lowdin_spin": [0.01, 0.00, 0.00, 0.01, 0.00, 0.00, 0.00, 0.00, 0.03, 0.24, 0.08, 0.24, 0.06, 0.19, 0.04, 0.02, 0.05, 0.02, 0.00, 0.01], "spin_multiplicity": 2, "homo_lumo_gap_ev": [2.490, 6.775], "charge": -1}

#B
{"formula": "C6H12N2", "method": "wB97M-V/def2-TZVPD", "species": ["C", "C", "C", "C", "N", "N", "H", "H", "H", "H", "H", "H", "C", "C", "H", "H", "H", "H", "H", "H"], "positions_angstrom": [[-1.77666, 0.43372, -2.18358], [-0.75834, 0.50655, 1.26493], [-1.48850, 0.16709, -0.75427], [-1.83241, -0.95865, -0.03806], [-0.80812, 1.05221, 0.00392], [-1.45570, -0.72920, 1.29528], [-0.61174, 1.17818, 2.09235], [-1.21851, -1.47361, 1.93285], [-2.32219, -1.88541, -0.33040], [-0.88795, 0.33950, -2.81381], [-2.36229, 1.34126, -2.32504], [-2.44337, -0.27878, -2.73970], [2.23176, -0.76763, 0.54405], [2.24413, 0.77111, 0.52866], [1.75549, -1.09612, 1.45976], [1.72007, -1.14423, -0.35975], [3.27181, -1.06070, 0.63155], [1.50132, 1.24686, -0.10935], [3.23350, 1.21391, 0.37961], [2.00772, 1.14393, 1.52101]], "lowdin_spin": [0.00, 0.33, 0.02, 0.13, 0.14, 0.21, 0.07, 0.02, 0.03, 0.00, 0.00, 0.00, 0.03, 0.02, 0.00, 0.01, 0.01, 0.00, 0.00, 0.01], "spin_multiplicity": 2, "homo_lumo_gap_ev": [3.003, 6.769], "charge": -1}

Quick one: most stable of them? #B

#A
{"formula": "H2O5P2", "method": "wB97M-V/def2-TZVPD", "species": ["O", "O", "O", "O", "O", "P", "P", "H", "H"], "positions_angstrom": [[-1.01594, -1.37480, 0.68256], [-2.31620, 0.87274, 0.24999], [-0.67401, -0.09955, -1.54370], [1.44067, -0.63000, 1.20845], [1.92387, 0.92130, -0.74517], [1.16604, 0.86984, 0.58942], [-1.01497, 0.06941, 0.08728], [0.32766, -0.94687, 1.01791], [0.16289, 0.31792, -1.54674]], "lowdin_charge": [-0.46, -0.52, -0.29, -0.56, -0.67, 0.35, 0.25, -0.02, -0.08], "homo_lumo_gap_ev": 6.033, "smiles": "O=P(O)=P([O-])([O-])O", "charge": -2}

#B
{"formula": "H2O5P2", "method": "wB97M-V/def2-TZVPD", "species": ["O", "O", "O", "O", "O", "P", "P", "H", "H"], "positions_angstrom": [[2.95775, 1.25680, 1.19367], [3.15003, 0.51672, -1.27162], [0.97793, 1.39724, -0.07442], [-0.48196, -0.95633, -0.85733], [2.10183, -2.45279, -0.29534], [1.54570, -1.42608, 0.59045], [2.37488, 0.56597, 0.05166], [-0.89834, -1.12312, 0.01406], [0.39697, 0.89002, -0.69361]], "lowdin_charge": [-0.46, -0.49, -0.31, -0.56, -0.64, 0.62, -0.01, -0.15, 0.00], "homo_lumo_gap_ev": 6.951, "charge": -2}

Quick one: most stable of them? #A

#A
{"formula": "C5H8N3", "method": "wB97M-V/def2-TZVPD", "species": ["C", "C", "C", "C", "C", "N", "N", "N", "H", "H", "H", "H", "H", "H", "H", "H"], "positions_angstrom": [[-2.30142, 0.71531, 0.02001], [-1.13307, 1.43522, -0.10966], [-2.22408, -0.76243, -0.00361], [0.07727, 0.64992, 0.10359], [1.17531, -1.57232, -0.07215], [-1.11302, -1.41702, -0.06046], [-0.01424, -0.72967, 0.08707], [1.22820, 1.29869, 0.05846], [-3.32382, 1.22080, 0.06164], [-1.07529, 2.53191, -0.10049], [-3.14485, -1.34121, -0.11344], [2.07808, -0.91044, -0.37999], [1.44004, -2.16788, 0.88736], [1.16339, -2.33685, -0.87253], [1.22577, 2.19384, -0.23892], [2.16993, 0.84796, 0.37432]], "lowdin_charge": [0.03, 0.04, -0.06, -0.23, 0.00, 0.11, -0.11, 0.19, 0.15, 0.14, 0.13, 0.10, 0.13, 0.11, 0.08, 0.19], "homo_lumo_gap_ev": 9.587, "smiles": "Cn1ncccc1=[NH2+]", "charge": 1}

#B
{"formula": "C5H8N3", "method": "wB97M-V/def2-TZVPD", "species": ["C", "C", "C", "C", "C", "N", "N", "N", "H", "H", "H", "H", "H", "H", "H", "H"], "positions_angstrom": [[0.05117, -2.41918, 0.26572], [-1.81128, 2.93418, 1.06718], [2.36054, -1.07151, -1.51360], [-0.66195, 1.06635, -0.04210], [0.07011, -1.12700, 0.23416], [-1.45430, 2.03095, 0.27485], [1.58222, -0.20165, -1.07052], [-0.53325, -0.05552, 0.69600], [-0.85009, -2.98563, 0.69361], [0.77311, -3.12379, -0.21605], [-1.02574, 3.40743, 1.59797], [-2.91645, 3.37719, 0.95007], [3.41252, -0.82797, -1.87966], [2.14488, -2.17540, -1.57775], [-0.04569, 1.15170, -1.00480], [-1.09579, 0.01986, 1.52494]], "lowdin_charge": [0.05, 0.13, -0.13, -0.08, -0.18, 0.09, 0.06, 0.09, 0.11, 0.08, 0.10, 0.17, 0.11, 0.08, 0.16, 0.18], "homo_lumo_gap_ev": [7.829, 7.779], "charge": 1}

#C
{"formula": "C5H8N3", "method": "wB97M-V/def2-TZVPD", "species": ["C", "C", "C", "C", "C", "N", "N", "N", "H", "H", "H", "H", "H", "H", "H", "H"], "positions_angstrom": [[-0.68953, 1.23069, 0.29482], [-2.39370, -0.22274, -0.23401], [-0.16046, -1.02023, 0.02056], [1.83507, 1.16663, -0.36694], [0.57897, 0.91559, 0.50792], [-1.88333, 1.09988, 0.10188], [-1.33799, -1.15375, -0.19964], [0.80551, -1.85227, 0.23791], [-3.28479, -0.34757, 0.36656], [-2.97664, -0.00148, -1.26424], [1.62433, 1.07346, -1.49403], [2.12252, 2.11583, -0.28480], [2.72441, 0.43757, -0.05377], [1.00443, 0.80044, 1.45531], [1.56668, -1.45826, 0.79366], [0.46451, -2.78379, 0.11881]], "lowdin_charge": [0.00, -0.18, -0.22, -0.04, -0.10, 0.17, 0.16, 0.20, 0.13, 0.19, 0.12, 0.02, 0.14, 0.12, 0.14, 0.15], "homo_lumo_gap_ev": 10.193, "smiles": "CC=C=NCN=C=[NH2+]", "charge": 1}

Quick one: most stable of them? #A

#A
{"formula": "C7H10O", "method": "wB97M-V/def2-TZVPD", "species": ["O", "C", "C", "C", "C", "C", "C", "C", "H", "H", "H", "H", "H", "H", "H", "H", "H", "H"], "positions_angstrom": [[0.33348, 1.60152, -3.04212], [1.04806, 1.87089, -2.02458], [1.46722, 0.64867, -1.24204], [0.39115, -0.36883, -1.03257], [-0.19279, -0.21069, 0.31624], [-0.50447, -1.15403, 1.22638], [-1.28305, -0.83466, 2.41637], [-1.46044, -1.61721, 3.49412], [1.28569, 2.91973, -1.87856], [2.28949, 0.27112, -1.86813], [1.91645, 0.93825, -0.27325], [-0.33149, -0.41420, -1.93027], [0.88594, -1.33903, -1.07451], [-0.42114, 0.82899, 0.51158], [-0.42318, -2.25548, 1.10732], [-1.93974, 0.02904, 2.33774], [-2.23242, -1.24888, 4.18477], [-0.89155, -2.50976, 3.77367]], "lowdin_spin": [0.28, 0.36, 0.08, 0.03, 0.04, 0.03, 0.01, 0.04, 0.05, 0.03, 0.00, 0.00, 0.00, 0.02, 0.00, 0.00, 0.00, 0.00], "spin_multiplicity": 2, "homo_lumo_gap_ev": [3.229, 7.230], "charge": -1}

#B
{"formula": "C7H10O", "method": "wB97M-V/def2-TZVPD", "species": ["C", "C", "C", "C", "C", "C", "C", "H", "H", "H", "H", "H", "H", "H", "H", "H", "H", "O"], "positions_angstrom": [[1.16106, 2.16329, -0.76336], [1.57198, -0.24873, -0.13386], [0.71227, 0.74434, -0.58031], [-0.64073, 0.39820, -0.75529], [-1.04297, -0.89320, -0.50626], [-0.14633, -1.92435, -0.25704], [1.18001, -1.57884, 0.01136], [1.98425, 2.44615, -0.10428], [0.32055, 2.82948, -0.53991], [1.47053, 2.37700, -1.78815], [2.56162, -0.02501, 0.25694], [-1.28587, 1.17077, -1.15590], [-2.06263, -1.17003, -0.48751], [-0.54955, -2.87758, 0.06315], [1.93449, -2.23984, 0.42195], [-2.77747, -1.01305, 1.86172], [-2.20727, 0.35633, 2.01318], [-2.18395, -0.51493, 2.44357]], "lowdin_spin": [0.06, 0.03, 0.04, 0.11, 0.12, 0.07, 0.04, 0.01, 0.03, 0.00, 0.01, 0.07, 0.08, 0.02, 0.01, 0.07, 0.08, 0.17], "spin_multiplicity": 2, "homo_lumo_gap_ev": [2.817, 9.203], "charge": -1}

Quick one: most stable of them? #B

#A
{"formula": "C5H13N2S", "method": "wB97M-V/def2-TZVPD", "species": ["N", "C", "C", "S", "C", "N", "C", "C", "H", "H", "H", "H", "H", "H", "H", "H", "H", "H", "H", "H", "H"], "positions_angstrom": [[-2.13436, -1.95450, 0.67065], [-1.05199, -1.03350, 0.03240], [-1.89340, -0.17583, -0.93092], [-1.37538, 1.42330, -1.57761], [-0.17507, -0.19458, 0.96952], [1.29105, -0.25289, 0.93406], [1.85987, 0.21585, -0.39049], [2.02098, 1.74341, -0.56239], [-1.99373, -2.83081, 0.38300], [-2.17443, -1.80532, 1.64294], [-0.20465, -1.55423, -0.60562], [-2.28964, -0.89484, -1.65553], [-2.84158, 0.23977, -0.39533], [-0.40553, -0.28977, 2.10482], [-0.70253, 0.82151, 1.00706], [1.81550, 0.17910, 1.68596], [1.16974, -0.10311, -1.13665], [2.89860, -0.29994, -0.49831], [1.29059, 2.23745, -1.40070], [2.91715, 2.27966, -0.73299], [1.97883, 2.24926, 0.45613]], "lowdin_charge": [0.05, -0.40, -0.79, 0.17, -0.29, -0.09, -0.29, -0.16, -0.02, 0.03, 0.15, 0.03, 0.04, 0.11, 0.09, 0.08, 0.04, 0.11, 0.06, 0.00, 0.07], "homo_lumo_gap_ev": 6.032, "smiles": "CCNC[C@@H](N)C[S-]", "charge": -1}

#B
{"formula": "C5H13N2S", "method": "wB97M-V/def2-TZVPD", "species": ["C", "N", "C", "C", "S", "C", "N", "C", "H", "H", "H", "H", "H", "H", "H", "H", "H", "H", "H", "H", "H"], "positions_angstrom": [[-0.35534, -0.53459, -1.49775], [0.02933, 0.77443, -0.84246], [0.81381, 0.57418, 0.41295], [1.10420, 1.90521, 0.99164], [2.60547, 2.49771, 0.06468], [0.12380, -0.30369, 1.47768], [-0.01792, -1.72635, 1.26641], [-1.90166, -0.60752, -1.59252], [0.05040, -0.66537, -2.55254], [-0.01859, -1.42134, -0.93749], [0.88223, 1.31886, -1.41239], [1.82888, 0.06638, 0.33378], [0.26339, 2.55670, 0.80000], [1.50388, 1.83476, 2.06743], [-0.86909, -0.00010, 1.67005], [0.66833, -0.28317, 2.46097], [0.87462, -2.19567, 1.15479], [-0.72875, -2.04286, 0.60002], [-2.32077, -0.98481, -2.45111], [-2.11375, -1.17271, -0.68314], [-2.42248, 0.40994, -1.33100]], "lowdin_charge": [-0.29, -0.05, -0.57, -0.70, 0.10, -0.28, -0.05, -0.11, 0.11, 0.06, 0.11, 0.10, 0.04, 0.06, 0.09, 0.12, 0.06, 0.04, 0.01, 0.04, 0.10], "homo_lumo_gap_ev": 6.160, "smiles": "CCN[C@H](CN)C[S-]", "charge": -1}

Quick one: most stable of them? #B